C4H11N2O | wB97M-V/def2-TZVPD

As for the structure (SMILES): NCNCCC[O-]. The value obtained for the HOMO-LUMO gap is 5.817 eV. The energy above the lowest of the compared OMol25 structures with the same formula, charge and spin is 246.2 kJ/mol. Its highest occupied orbital energy is -2.05 eV. The total energy is -9351.938 eV.

Geometry as ORCA input:
```
! RIJCOSX wB97M-V def2-TZVPD def2/J DEFGRID3
* xyz -1 1
C -0.14 0.85 0.38
C 0.84 0.14 1.42
C 2.07 -0.53 0.78
O 3.33 0.04 1.19
N -0.99 -0.29 -0.34
C -1.62 0.09 -1.64
N -3.09 -0.30 -1.60
H -0.80 1.42 1.06
H 0.42 1.48 -0.39
H 1.19 0.99 2.07
H 0.21 -0.55 2.02
H 2.11 -1.54 1.21
H 2.06 -0.58 -0.34
H -0.31 -1.01 -0.61
H -1.54 1.08 -1.86
H -1.21 -0.45 -2.59
H -3.17 -0.89 -0.72
H -3.78 0.55 -1.50
*
```

Mulliken charges in e: number 1, C, carries -0.57; number 2, C, carries -0.54; number 3, C, carries -0.37; number 4, O, carries -0.94; number 5, N, carries -0.46; number 6, C, carries -0.32; number 7, N, carries -0.69; number 8, H, carries 0.30; number 9, H, carries 0.34; number 10, H, carries 0.28; number 11, H, carries 0.35; number 12, H, carries 0.12; number 13, H, carries 0.16; number 14, H, carries 0.28; number 15, H, carries 0.36; number 16, H, carries 0.20; number 17, H, carries 0.27; number 18, H, carries 0.23

C10H22NO5P | wB97M-V/def2-TZVPD

The value obtained for the HOMO-LUMO gap is 7.760 eV. Its highest occupied orbital energy is -7.86 eV. The total energy is -31741.002 eV.

Geometry as ORCA input:
```
! RIJCOSX wB97M-V def2-TZVPD def2/J DEFGRID3
* xyz 0 1
O -0.03 4.19 4.41
C -0.67 3.75 3.30
O 0.02 2.75 2.43
P -2.39 4.50 2.96
O -2.72 4.54 1.39
O -2.36 6.18 3.49
O -3.73 3.67 3.72
H -1.85 6.17 4.37
H -3.44 3.16 4.53
C 1.43 -3.01 -3.12
C 0.73 -3.55 -1.88
C -0.59 -2.86 -1.52
C -0.64 -1.33 -1.61
N -0.08 -0.52 -0.41
C 0.96 -1.20 0.48
C 2.29 -0.95 -0.18
C 2.17 0.40 -0.84
C 0.68 0.72 -0.94
C -1.25 -0.05 0.45
H 1.63 -1.93 -3.06
H 2.40 -3.50 -3.24
H 0.84 -3.20 -4.02
H 1.41 -3.52 -1.03
H 0.53 -4.61 -2.04
H -0.95 -3.20 -0.54
H -1.34 -3.23 -2.24
H -1.69 -1.03 -1.70
H -0.17 -0.97 -2.53
H 0.94 -0.70 1.45
H 0.69 -2.25 0.65
H 2.52 -1.71 -0.93
H 3.11 -0.98 0.55
H 2.64 0.41 -1.82
H 2.67 1.17 -0.23
H 0.36 0.95 -1.96
H 0.43 1.58 -0.30
H -1.78 -0.94 0.82
H -1.91 0.57 -0.16
H -0.87 0.53 1.29
*
```

Mulliken charges in e: number 1, O, carries -0.59; number 2, C, carries 0.32; number 3, O, carries -0.61; number 4, P, carries 0.93; number 5, O, carries -0.66; number 6, O, carries -0.52; number 7, O, carries -0.53; number 8, H, carries 0.35; number 9, H, carries 0.34; number 10, C, carries -1.28; number 11, C, carries -0.29; number 12, C, carries -0.91; number 13, C, carries -0.65; number 14, N, carries 0.40; number 15, C, carries -0.84; number 16, C, carries -0.37; number 17, C, carries -0.60; number 18, C, carries -0.66; number 19, C, carries -1.16; number 20, H, carries 0.27; number 21, H, carries 0.37; number 22, H, carries 0.36; number 23, H, carries 0.22; number 24, H, carries 0.46; number 25, H, carries 0.28; number 26, H, carries 0.48; number 27, H, carries 0.30; number 28, H, carries 0.50; number 29, H, carries 0.54; number 30, H, carries 0.37; number 31, H, carries 0.01; number 32, H, carries 0.53; number 33, H, carries 0.33; number 34, H, carries 0.30; number 35, H, carries 0.33; number 36, H, carries 0.41; number 37, H, carries 0.35; number 38, H, carries 0.49; number 39, H, carries 0.42

C5H13N3O2 | wB97M-V/def2-TZVPD

The value obtained for the HOMO-LUMO gap (spin up / spin down) is 9.931 / 4.978 eV. Its expectation value of S² is 0.782. The energy above the lowest of the compared OMol25 structures with the same formula, charge and spin is 202.8 kJ/mol. Its highest occupied orbital energy (spin up / spin down) is -13.09 / -13.09 eV. The total energy is -13951.170 eV.

Geometry as ORCA input:
```
! RIJCOSX wB97M-V def2-TZVPD def2/J DEFGRID3
* xyz 1 2
C -0.35 2.75 2.55
C -0.39 2.80 1.07
O -0.94 1.67 0.45
O -0.21 3.64 0.28
H -0.41 1.61 2.82
H -1.26 3.45 2.56
H 0.61 3.25 2.95
C 0.58 -1.46 0.72
C 1.13 -2.64 1.48
C -0.10 -1.57 -1.71
N 0.96 -1.57 -0.73
N -1.28 -1.65 -1.33
N 0.44 -1.80 -2.96
H -0.58 -1.40 0.72
H 0.98 -0.59 1.08
H 0.76 -3.54 1.10
H 0.92 -2.50 2.48
H 1.87 -1.44 -0.94
H -1.09 1.84 -0.41
H -2.00 -1.43 -1.97
H 1.32 -1.36 -3.22
H -0.24 -1.85 -3.76
H 2.27 -2.63 1.14
*
```

Mulliken charges in e: number 1, C, carries -0.64; number 2, C, carries 0.60; number 3, O, carries -0.45; number 4, O, carries -0.52; number 5, H, carries 0.22; number 6, H, carries 0.24; number 7, H, carries 0.29; number 8, C, carries -0.18; number 9, C, carries -1.24; number 10, C, carries 0.51; number 11, N, carries 0.00; number 12, N, carries -0.42; number 13, N, carries -0.43; number 14, H, carries 0.31; number 15, H, carries 0.34; number 16, H, carries 0.37; number 17, H, carries 0.38; number 18, H, carries 0.26; number 19, H, carries 0.27; number 20, H, carries 0.30; number 21, H, carries 0.23; number 22, H, carries 0.27; number 23, H, carries 0.30

C29H34N4O9P3PtS2 | wB97M-V/def2-TZVPD

The value obtained for the HOMO-LUMO gap (spin up / spin down) is 6.413 / 5.374 eV. Its expectation value of S² is 6.038. The energy above the lowest of the compared OMol25 structures with the same formula, charge and spin is 238.0 kJ/mol. Its highest occupied orbital energy (spin up / spin down) is -10.18 / -11.47 eV. The total energy is -107790.570 eV.

Geometry as ORCA input:
```
! RIJCOSX wB97M-V def2-TZVPD def2/J DEFGRID3
* xyz 1 5
Pt 11.16 11.23 11.31
S 16.57 10.50 13.13
C 15.07 10.20 13.81
C 14.42 8.97 13.54
N 13.89 7.92 13.35
C 14.42 11.25 14.56
S 15.09 12.71 14.67
C 13.24 11.00 15.34
N 12.29 10.86 16.04
C 12.77 15.45 8.78
C 12.40 14.27 9.67
O 13.48 14.10 10.61
P 10.77 14.54 10.53
O 10.84 16.03 11.09
O 9.69 14.68 9.41
O 10.67 13.35 11.51
P 12.08 12.77 8.61
O 13.22 12.70 7.46
O 10.81 13.05 7.83
O 12.27 11.53 9.61
H 13.00 16.29 9.49
H 11.97 15.70 8.01
H 13.65 15.20 8.17
H 13.14 13.49 11.31
H 11.49 16.19 11.81
H 9.90 14.06 8.58
H 14.01 12.35 7.85
O 10.11 10.95 12.94
P 9.15 11.76 13.79
C 7.41 11.56 13.36
C 7.00 11.23 12.09
C 5.67 11.06 11.75
C 4.67 11.11 12.73
C 5.07 11.50 14.00
C 6.39 11.72 14.33
C 9.49 13.53 14.00
C 8.55 14.52 13.90
C 8.90 15.85 14.28
C 10.25 16.20 14.47
C 11.20 15.22 14.45
C 10.83 13.88 14.24
C 9.15 11.09 15.50
C 8.87 9.74 15.62
C 9.05 9.09 16.86
C 9.69 9.69 17.93
C 10.01 11.04 17.76
C 9.68 11.75 16.61
H 7.76 11.10 11.28
H 5.41 10.93 10.70
H 3.62 10.92 12.49
H 4.38 11.66 14.82
H 6.69 11.94 15.36
H 7.55 14.25 13.57
H 8.13 16.58 14.38
H 10.48 17.26 14.71
H 12.26 15.45 14.49
H 11.56 13.11 14.52
H 8.43 9.22 14.82
H 8.83 7.99 16.86
H 10.04 9.14 18.83
H 10.64 11.61 18.50
H 9.79 12.87 16.60
C 10.53 6.36 10.08
N 11.21 7.22 11.02
C 10.68 7.34 12.34
C 11.95 8.28 10.63
O 11.86 9.37 11.33
N 12.90 8.08 9.69
C 14.08 9.02 9.69
C 13.18 6.75 9.12
H 9.43 6.36 10.21
H 10.84 5.28 10.24
H 10.82 6.65 9.06
H 10.66 6.35 12.81
H 9.63 7.70 12.29
H 11.26 8.02 12.97
H 13.69 10.04 9.96
H 14.49 9.01 8.69
H 14.83 8.66 10.38
H 13.34 5.97 9.88
H 14.08 6.84 8.55
H 12.40 6.49 8.37
*
```

Mulliken charges in e: number 1, Pt, carries 1.47; number 2, S, carries -0.01; number 3, C, carries 0.47; number 4, C, carries 0.05; number 5, N, carries -0.42; number 6, C, carries 0.21; number 7, S, carries -0.12; number 8, C, carries 0.08; number 9, N, carries -0.21; number 10, C, carries -1.50; number 11, C, carries 0.55; number 12, O, carries -0.58; number 13, P, carries 0.34; number 14, O, carries -0.57; number 15, O, carries -0.58; number 16, O, carries 0.01; number 17, P, carries 0.79; number 18, O, carries -0.59; number 19, O, carries -0.88; number 20, O, carries -0.56; number 21, H, carries 0.33; number 22, H, carries 0.32; number 23, H, carries 0.43; number 24, H, carries 0.36; number 25, H, carries 0.35; number 26, H, carries 0.52; number 27, H, carries 0.32; number 28, O, carries 0.68; number 29, P, carries 0.85; number 30, C, carries -0.04; number 31, C, carries -0.34; number 32, C, carries -0.53; number 33, C, carries -0.62; number 34, C, carries -0.57; number 35, C, carries -0.36; number 36, C, carries -0.05; number 37, C, carries -0.59; number 38, C, carries -0.78; number 39, C, carries -0.35; number 40, C, carries -0.90; number 41, C, carries 0.63; number 42, C, carries 0.32; number 43, C, carries -0.93; number 44, C, carries -0.52; number 45, C, carries -0.58; number 46, C, carries -0.21; number 47, C, carries -0.32; number 48, H, carries 0.08; number 49, H, carries 0.42; number 50, H, carries 0.40; number 51, H, carries 0.40; number 52, H, carries 0.42; number 53, H, carries 0.51; number 54, H, carries 0.46; number 55, H, carries 0.37; number 56, H, carries 0.49; number 57, H, carries -0.29; number 58, H, carries 0.56; number 59, H, carries 0.32; number 60, H, carries 0.35; number 61, H, carries 0.33; number 62, H, carries 0.28; number 63, C, carries -1.00; number 64, N, carries 0.26; number 65, C, carries -1.01; number 66, C, carries -0.11; number 67, O, carries 0.20; number 68, N, carries 0.21; number 69, C, carries -0.53; number 70, C, carries -1.04; number 71, H, carries 0.33; number 72, H, carries 0.29; number 73, H, carries 0.34; number 74, H, carries 0.41; number 75, H, carries 0.40; number 76, H, carries 0.12; number 77, H, carries -0.14; number 78, H, carries 0.40; number 79, H, carries 0.31; number 80, H, carries 0.36; number 81, H, carries 0.41; number 82, H, carries 0.30